w | Molecular formula: C2H6S2
Method: DFT, wB97M-V/def2-TZVPD

As for the highest occupied orbital energy: -8.8 eV. As for the HOMO-LUMO gap: 9.070 eV. For the LUMO energy, the calculation gives 0.28 eV.

The geometry in ORCA input format:
```
! wB97M-V def2-TZVPD RIJCOSX def2/J DEFGRID3
* xyz 0 1
C -0.85992 1.39922 0.17101
C -0.93295 0.41001 1.09693
H -0.24197 1.44556 -0.68088
H -1.37870 2.43212 0.31360
H -0.18315 0.09555 1.77763
H -1.92847 0.17119 1.44174
S 2.08529 -0.84122 -0.67050
S 0.98266 -2.55489 -0.79699
H 1.11700 0.13369 -0.58648
H 1.34020 -2.69124 -2.06606
*
```

***

x | Molecular formula: C2H6S2
Method: DFT, wB97M-V/def2-TZVPD

As for the highest occupied orbital energy: -8.7 eV. As for the HOMO-LUMO gap: 8.800 eV. For the LUMO energy, the calculation gives 0.09 eV.

The geometry in ORCA input format:
```
! wB97M-V def2-TZVPD RIJCOSX def2/J DEFGRID3
* xyz 0 1
C 2.93745 -2.42056 -0.81750
C 3.09026 -1.08283 -0.94290
H 1.83210 -3.02535 -0.72549
H 3.81570 -3.11903 -0.93247
H 2.50210 -0.46226 -1.64181
H 3.86743 -0.50948 -0.56273
S -1.62881 -0.09213 0.93951
S -1.25443 1.72839 -0.08364
H -1.47412 -0.45365 -0.31161
H -0.57770 2.40995 1.04250
*
```

***

y | Molecular formula: C2H6S2
Method: DFT, wB97M-V/def2-TZVPD

As for the highest occupied orbital energy: -9.3 eV. As for the HOMO-LUMO gap: 8.318 eV. For the LUMO energy, the calculation gives -0.95 eV.

The geometry in ORCA input format:
```
! wB97M-V def2-TZVPD RIJCOSX def2/J DEFGRID3
* xyz 0 1
C 0.52406 -0.35960 0.30762
C -0.52107 0.81720 0.02651
H 2.51476 0.79590 0.81817
H 0.32386 -1.01395 1.14252
H 0.06296 -1.22772 -0.53206
H -0.03187 1.20482 -0.94005
H -0.89426 1.76931 0.62374
H -1.50291 -1.93114 -0.10917
S 2.22168 -0.06243 -0.13536
S -2.25234 -0.08400 -0.05264
*
```

***

It turns out w is the most stable, with the second structure 19.4 kJ/mol higher.